ORCA calculation (the ωB97M-V functional and the def2-TZVPD basis) on a cluster of 2 separate species, C26H40N in total.

Bonds (Å) are listed after each position.
Cartesian coordinates (Å):
1 C 0.76 -4.19 3.09  C2 1.506, H23 1.096, H24 1.100, H25 1.101
2 C 1.39 -3.27 2.08  C1 1.506, C3 1.400, C22 1.399
3 C 1.74 -1.96 2.41  C2 1.400, C4 1.400, H26 1.093
4 C 2.19 -1.04 1.46  C3 1.400, C5 1.508, C6 1.409
5 C 2.50 0.37 1.91  C4 1.508, H27 1.099, H28 1.102, H29 1.097
6 C 2.36 -1.46 0.13  C4 1.409, C7 1.524, C20 1.410
7 C 2.81 -0.54 -1.00  C6 1.524, C8 1.527, C9 1.554, H30 1.100
8 C 4.31 -0.28 -0.97  C7 1.527, H31 1.096, H32 1.098, H33 1.094
9 C 2.03 0.79 -1.15  C7 1.554, C10 1.464, H34 1.101, H35 1.109
10 C 0.58 0.60 -1.07  C9 1.464, C11 1.407, H36 1.096
11 C -0.38 1.41 -1.70  C10 1.407, C12 1.445, C18 1.444
12 C -1.57 0.76 -2.21  C11 1.445, C13 1.505, C14 1.386
13 C -1.62 -0.74 -2.28  C12 1.505, H37 1.099, H38 1.106, H39 1.106
14 C -2.62 1.53 -2.69  C12 1.386, C15 1.400, H40 1.095
15 C -2.53 2.92 -2.75  C14 1.400, C16 1.496, C17 1.400
16 C -3.68 3.72 -3.29  C15 1.496, H41 1.093, H42 1.098, H43 1.097
17 C -1.34 3.55 -2.36  C15 1.400, C18 1.388, H44 1.094
18 C -0.26 2.84 -1.86  C11 1.444, C17 1.388, C19 1.496
19 C 0.97 3.59 -1.46  C18 1.496, H45 1.097, H46 1.099, H47 1.097
20 C 2.17 -2.83 -0.19  C6 1.410, C21 1.510, C22 1.392
21 C 2.53 -3.40 -1.54  C20 1.510, H48 1.097, H49 1.101, H50 1.101
22 C 1.65 -3.69 0.77  C2 1.399, C20 1.392, H51 1.092
23 H 0.64 -5.20 2.68  C1 1.096
24 H 1.35 -4.27 4.02  C1 1.100
25 H -0.24 -3.84 3.39  C1 1.101
26 H 1.65 -1.63 3.45  C3 1.093
27 H 3.52 0.69 1.64  C5 1.099
28 H 1.79 1.11 1.53  C5 1.102
29 H 2.44 0.42 3.01  C5 1.097
30 H 2.60 -1.07 -1.94  C7 1.100
31 H 4.86 -1.23 -0.94  C8 1.096
32 H 4.61 0.26 -1.88  C8 1.098
33 H 4.61 0.33 -0.11  C8 1.094
34 H 2.37 1.52 -0.39  C9 1.101
35 H 2.31 1.22 -2.14  C9 1.109
36 H 0.28 -0.34 -0.59  C10 1.096
37 H -2.55 -1.08 -2.74  C13 1.099
38 H -0.78 -1.13 -2.88  C13 1.106
39 H -1.55 -1.23 -1.29  C13 1.106
40 H -3.52 1.03 -3.06  C14 1.095
41 H -3.47 4.79 -3.23  C16 1.093
42 H -3.86 3.47 -4.35  C16 1.098
43 H -4.61 3.50 -2.75  C16 1.097
44 H -1.26 4.64 -2.46  C17 1.094
45 H 0.84 4.65 -1.69  C19 1.097
46 H 1.16 3.53 -0.38  C19 1.099
47 H 1.87 3.26 -1.99  C19 1.097
48 H 2.38 -4.48 -1.51  C21 1.097
49 H 1.90 -3.01 -2.36  C21 1.101
50 H 3.58 -3.22 -1.80  C21 1.101
51 H 1.45 -4.73 0.48  C22 1.092
52 C -2.58 1.09 3.39  C53 1.526, H57 1.098, H58 1.097, H59 1.098
53 C -2.29 0.28 2.12  C52 1.526, C54 1.522, C55 1.536, N56 1.473
54 C -1.59 -1.01 2.52  C53 1.522, H60 1.098, H61 1.096, H62 1.097
55 C -3.60 -0.04 1.40  C53 1.536, H63 1.104, H64 1.101, H65 1.098
56 N -1.33 1.03 1.29  C53 1.473, H66 1.018, H67 1.021
57 H -3.16 1.99 3.16  C52 1.098
58 H -3.17 0.47 4.08  C52 1.097
59 H -1.65 1.37 3.89  C52 1.098
60 H -1.36 -1.63 1.63  C54 1.098
61 H -0.65 -0.80 3.04  C54 1.096
62 H -2.23 -1.60 3.18  C54 1.097
63 H -3.42 -0.54 0.44  C55 1.104
64 H -4.20 -0.72 2.04  C55 1.101
65 H -4.19 0.87 1.23  C55 1.098
66 H -1.30 0.61 0.36  N56 1.018
67 H -1.61 2.00 1.17  N56 1.021

The net charge is +1. The calculation puts the HOMO energy at -11.137 eV. The calculation puts the energy at -1069.22058 a.u. As for the HOMO-LUMO gap: 0.2108 Eh. Its energy relative to the best compared isomer or geometry (same formula, charge and spin) is 0.0 kcal per mole.

Atom charges from the natural (NBO) analysis, given in e for atoms 1 to 6: number 1, C, carries -0.64; number 2, C, carries 0.01; number 3, C, carries -0.21; number 4, C, carries -0.03; number 5, C, carries -0.64; number 6, C, carries 0.01